Molecular formula: C36H28BrIrO5P2SSe
Method: DFT, ωB97M-V/def2-TZVPD

* 2S+1: 2
* largest force on an atom: 0.592 eV/Å
* ΔE to the lowest compared entry with this formula, charge and spin: 20.9 kcal/mol
* charge: +1
* calculated total energy: -215655.2800 eV

Each line ends with the Löwdin spin population.
Cartesian coordinates (Å):
Ir1 -0.718 0.213 -0.137  0.58
O1 3.974 -0.342 -0.540  0.00
S1 2.685 0.252 -0.147  0.00
C1 2.882 2.016 -0.338  0.00
C2 4.157 2.469 -0.641  0.00
C3 4.368 3.817 -0.866  0.00
C4 3.295 4.700 -0.797  0.00
C5 2.023 4.232 -0.518  0.00
C6 1.786 2.871 -0.291  0.00
P1 0.060 2.434 0.151  0.00
C7 -0.936 3.453 -0.993  0.00
C8 -1.382 2.909 -2.196  0.00
C9 -2.107 3.683 -3.090  0.00
C10 -2.396 5.007 -2.798  0.00
C11 -1.943 5.560 -1.609  0.00
C12 -1.215 4.793 -0.715  0.00
C13 -0.139 3.212 1.779  0.00
C14 -1.368 3.743 2.175  0.00
C15 -1.497 4.365 3.406  0.00
C16 -0.408 4.445 4.264  0.00
C17 0.815 3.915 3.880  0.00
C18 0.955 3.314 2.638  0.00
C19 2.709 0.279 1.677  0.00
C20 3.973 0.486 2.209  0.00
C21 4.161 0.572 3.577  0.00
C22 3.067 0.456 4.420  0.00
C23 1.810 0.208 3.895  0.00
C24 1.605 0.091 2.514  0.00
P2 -0.040 -0.519 2.008  0.03
C25 -1.140 -0.337 3.453  0.01
C26 -1.915 0.782 3.712  0.00
C27 -2.693 0.858 4.857  0.00
C28 -2.711 -0.192 5.759  0.00
C29 -1.940 -1.321 5.512  0.00
C30 -1.163 -1.398 4.369  0.00
C31 0.091 -2.309 1.873  0.00
C32 1.289 -2.974 2.097  0.00
C33 1.322 -4.360 2.012  0.00
C34 0.171 -5.065 1.696  0.00
C35 -1.023 -4.391 1.463  0.00
C36 -1.069 -3.012 1.552  0.00
H1 4.956 1.742 -0.721  0.00
H2 5.358 4.179 -1.107  0.00
H3 3.444 5.756 -0.977  0.00
H4 1.209 4.942 -0.488  0.00
H5 -1.167 1.883 -2.459  0.00
H6 -2.445 3.239 -4.016  0.00
H7 -2.969 5.605 -3.494  0.00
H8 -2.153 6.595 -1.371  0.00
H9 -0.867 5.260 0.197  0.00
H10 -2.228 3.673 1.522  0.00
H11 -2.451 4.787 3.694  0.00
H12 -0.510 4.931 5.225  0.00
H13 1.670 3.982 4.539  0.00
H14 1.926 2.937 2.343  0.00
H15 4.808 0.570 1.524  0.00
H16 5.152 0.735 3.979  0.00
H17 3.186 0.540 5.492  0.00
H18 0.983 0.109 4.579  0.00
H19 -1.924 1.606 3.026  0.00
H20 -3.292 1.742 5.033  0.00
H21 -3.325 -0.138 6.648  0.00
H22 -1.947 -2.151 6.205  0.00
H23 -0.577 -2.291 4.199  0.00
H24 2.194 -2.427 2.326  0.00
H25 2.252 -4.885 2.185  0.00
H26 0.203 -6.143 1.624  0.00
H27 -1.919 -4.942 1.208  0.00
H28 -1.999 -2.488 1.361  0.00
Br1 -2.894 0.889 0.474  0.20
O2 0.214 -2.315 -3.279  0.01
Se1 -0.102 -1.456 -2.000  0.00
O3 0.078 0.262 -2.075  0.12
O4 0.719 -1.627 -0.559  0.07
O5 -1.642 -1.359 -1.324  0.00